Entry from the OMol25 dataset: C16H14N2O5 as an isolated structure in a non-equilibrium geometry (ωB97M-V with the def2-TZVPD basis set).

The geometry in XYZ format:
```
37
Properties=species:S:1:pos:R:3:forces:R:3
O -1.7416 -3.3007 -0.1746 2.54 -5.48 -3.17
C -1.8701 -2.3038 0.3393 -4.61 5.46 4.13
O -0.9335 -1.3890 0.8700 -6.37 -2.08 -0.44
C 0.3012 -1.5399 0.5647 2.43 -1.32 -2.71
C 0.8144 -2.3240 -0.6713 2.00 6.69 9.30
C 2.0849 -2.1064 -0.7226 4.37 -2.16 -4.86
C 2.8479 -1.3857 0.2386 5.28 -2.93 -9.26
C 2.3769 -0.6041 1.0646 -2.36 7.00 9.93
C 0.9998 -0.7274 1.3498 3.17 0.33 1.13
H 0.6400 -0.3109 2.2846 -0.49 0.20 -0.54
H 2.9815 0.1593 1.8456 -1.33 -2.28 -2.83
N 4.2344 -1.0094 -0.3184 6.29 -3.41 2.08
O 4.8185 -1.9149 -1.2600 -3.03 5.43 4.51
O 4.9989 -0.2631 0.5244 -3.78 -3.29 -5.13
H 2.5760 -2.5097 -1.7624 -0.50 1.06 3.11
H 0.0906 -2.7479 -1.0579 -5.75 -4.43 -5.06
C -3.3603 -1.8892 0.6701 9.85 12.92 3.98
H -3.4765 -1.4125 1.7248 0.30 -1.51 -1.43
H -4.0346 -2.4013 0.4041 -8.73 -8.17 -3.29
C -3.6975 -0.5188 -0.2464 0.23 -4.01 -5.88
N -2.7812 0.5137 -0.2954 -7.81 2.17 10.24
C -1.7123 0.6650 -0.7934 10.78 -2.12 -9.33
O -1.4072 -0.0786 -1.8205 -0.42 1.44 2.35
C -0.6603 1.6529 -0.3753 3.01 -4.79 -5.08
C -0.8924 2.8706 0.0136 -2.11 3.31 7.22
C 0.1946 3.6103 0.5981 -5.11 -0.07 -0.45
C 1.4203 3.2060 0.1659 -0.37 15.76 11.41
C 1.7418 2.4758 -0.6839 -0.14 -15.90 -11.38
C 0.6258 1.3956 -0.9022 3.08 1.35 -1.30
H 0.9439 0.5545 -1.5912 -1.03 0.82 1.26
H 2.7232 2.2776 -1.0610 0.25 0.12 -0.39
H 2.1560 4.0573 0.3280 -0.21 -1.06 0.77
H -0.0931 4.4795 1.2496 1.00 -0.95 -0.84
H -1.9218 2.7638 0.5685 1.31 2.01 -1.19
H -2.8071 0.9659 0.6642 -0.14 0.03 -1.37
H -4.6413 0.0093 -0.1694 -0.59 -1.02 0.50
H -3.5399 -0.9199 -1.5627 -1.01 0.86 4.01
```
Forces are in eV/Å.

## Properties
Charge = 0
Largest force on an atom = 19.55 eV/Å
E_tot = -1103.2189 hartree